One molecule with the formula C6H10OS2. Source: OMol25; level of theory: ωB97M-V with the def2-TZVPD basis set.

- Energy above the lowest of the compared OMol25 structures with the same formula, charge and spin: 0.0 kcal per mole
- Calculated total energy: -1106.0827 Eh
- HOMO-LUMO gap (spin up / spin down): 6.5 / 6.5 eV
- Multiplicity: 3
- HOMO (spin up / spin down): -5.78 / -8.99 eV

Positions of all 19 atoms, in Å:
C -0.86 -0.79 -1.41
C -1.03 0.34 0.64
C -2.23 -0.52 0.37
C 0.04 -0.27 -0.24
C 1.82 1.05 0.70
C 1.19 0.59 -0.62
O -2.10 -0.96 -0.96
S -0.61 -1.05 -3.00
S 0.71 -1.82 0.58
H -1.37 1.27 0.17
H -0.71 0.38 1.73
H -2.23 -1.39 0.97
H -3.12 -0.03 0.58
H 1.10 1.66 1.31
H 2.80 1.55 0.45
H 1.98 0.03 1.24
H 1.90 0.09 -1.27
H 0.86 1.50 -1.22
H 1.87 -1.62 -0.04

List of natural (NBO) charges in e, atom by atom: -0.089 -0.463 -0.060 -0.120 -0.633 -0.440 -0.487 0.312 -0.058 0.223 0.245 0.173 0.190 0.212 0.220 0.221 0.213 0.222 0.121


C3H9N2O as an isolated structure. Source: OMol25; level of theory: ωB97M-V with the def2-TZVPD basis set.

- Energy above the lowest of the compared OMol25 structures with the same formula, charge and spin: 157.0 kcal per mole
- Calculated total energy: -304.0002 Eh
- Net charge: +1
- HOMO-LUMO gap: 8.8 eV
- HOMO: -12.51 eV

Positions of all 15 atoms, in Å:
C 1.20 -1.51 1.22
C 0.99 -0.29 0.39
C -1.31 1.84 -1.45
N -1.50 0.70 -0.56
N 1.44 -1.54 -0.20
O -0.65 -0.26 -0.50
H 2.04 -1.39 1.87
H 0.39 -2.14 1.70
H 1.74 0.56 0.40
H -0.21 1.84 -1.59
H -1.93 1.62 -2.34
H -1.78 2.57 -0.79
H 0.75 -1.97 -0.75
H 2.33 -1.63 -0.56
H -2.22 0.75 0.18

List of natural (NBO) charges in e, atom by atom: -0.267 0.053 -0.444 -0.175 -0.515 -0.329 0.251 0.269 0.237 0.221 0.232 0.225 0.444 0.432 0.365


A 2-piece molecular cluster, C3H7O3 overall. Source: OMol25; level of theory: ωB97M-V with the def2-TZVPD basis set.

- Energy above the lowest of the compared OMol25 structures with the same formula, charge and spin: 30.8 kcal per mole
- Calculated total energy: -344.1228 Eh
- HOMO-LUMO gap (spin up / spin down): 11.3 / 6.7 eV
- Multiplicity: 2
- HOMO (spin up / spin down): -10.48 / -10.24 eV

Positions of all 13 atoms, in Å:
C -1.33 2.20 -0.31
C -0.65 0.98 -0.93
O -0.11 0.93 -2.00
O -0.57 0.04 0.00
H -1.82 1.92 0.62
H -2.07 2.58 -1.00
H -0.58 2.98 -0.19
C 1.25 -2.24 0.88
O 1.48 -1.20 -0.05
H 0.71 -0.75 -0.42
H 1.60 -1.91 1.86
H 1.89 -3.08 0.59
H 0.18 -2.44 0.94

List of natural (NBO) charges in e, atom by atom: -0.716 0.734 -0.559 -0.294 0.236 0.246 0.255 -0.251 -0.654 0.465 0.168 0.188 0.182